ORCA calculation (ωB97M-V/def2-TZVPD) on a 2-piece molecular cluster, C25H22O3 overall at a distorted geometry.

Geometry (Å):
C -2.47093 -0.85394 2.00304
C -1.24493 -0.02300 2.19589
C 0.01603 -0.65494 2.09481
C 1.26123 0.01040 2.16255
C 2.50566 -0.81556 2.11403
O 1.37134 1.22141 2.25491
O -1.39102 1.16789 2.41604
H -2.24724 -1.91879 2.03329
H -3.19419 -0.64233 2.78899
H -2.93195 -0.62822 1.04138
H 0.02751 -1.71856 1.95425
H 2.28296 -1.88334 2.09409
H 3.08902 -0.56152 1.22906
H 3.11886 -0.61190 2.99119
C -5.36462 -3.98439 7.34111
O -5.25875 -2.97440 6.35938
C -4.00632 -2.39747 6.27567
C -3.87648 -1.15664 5.61370
C -2.69761 -0.46656 5.61704
C -1.55261 -0.98076 6.26418
C -0.33430 -0.21795 6.39166
C 0.98955 -0.76200 6.58780
C 1.89363 0.30368 6.78948
C 3.24026 0.05828 7.03814
C 3.68346 -1.24534 7.08767
C 2.80918 -2.30779 6.86596
C 1.47941 -2.07832 6.60063
C 1.14658 1.54097 6.72438
C -0.21115 1.21960 6.49355
C -1.16369 2.25082 6.50353
C -0.75127 3.54821 6.69732
C 0.59415 3.85315 6.89538
C 1.54710 2.85887 6.91916
C -1.66711 -2.26218 6.84626
C -2.84350 -2.94952 6.85008
H -6.41103 -4.27408 7.45181
H -4.78244 -4.85596 7.04371
H -5.00237 -3.61032 8.30012
H -4.74799 -0.73816 5.14088
H -2.62202 0.46057 5.07516
H 3.91356 0.88287 7.19456
H 4.71951 -1.44259 7.30574
H 3.18304 -3.31996 6.88688
H 0.82822 -2.90307 6.37952
H -2.20981 2.02974 6.39960
H -1.48042 4.34109 6.69759
H 0.89299 4.87487 7.05853
H 2.58232 3.08011 7.11259
H -0.82214 -2.68085 7.35947
H -2.89038 -3.91763 7.31429

Energy above the lowest of the compared OMol25 structures with the same formula, charge and spin: 105.03 kJ/mol
LUMO: -0.1139 Eh
Charge: 0
E_tot: -1191.44874 Ha
2S+1: 1

***

ORCA calculation (ωB97M-V/def2-TZVPD) on one molecule with the formula C5H3NOS2 at a distorted geometry.

Geometry (Å):
C -1.05168 -1.68766 -0.20000
C 0.71044 1.30872 0.35285
C -1.71572 0.38734 0.02704
C -0.25083 0.40676 0.18724
C 0.07828 -1.00414 0.02758
N -2.14224 -0.79940 -0.20438
O 2.99964 1.18511 -0.89555
S 1.92517 -1.38564 0.16716
S 2.44957 0.71417 0.36371
H -1.22330 -2.73207 -0.36461
H 0.59172 2.37299 0.46227
H -2.37106 1.23383 0.07670

LUMO (spin up / spin down): -0.0002 / -0.1174 Eh
Charge: 0
E_tot: -1118.53807 Ha
2S+1: 3